Record 1
Here is 10 unconnected molecules or ions with the total composition C40H77NO18S9 from the OMol25 dataset. Energies are from wB97M-V/def2-TZVPD.

Atoms and positions in Å:
C: 7.3252 1.2713 -0.4574
C: 5.9090 0.6111 -0.2900
C: 5.1228 1.1693 -1.3868
S: 6.1386 1.1273 -2.9223
O: 6.1453 2.4030 -3.7135
O: 5.7401 -0.1629 -3.5762
C: 7.7467 0.9643 -1.8737
H: 8.0950 1.1529 0.3052
H: 7.1078 2.3361 -0.3746
H: 5.6015 0.9361 0.7040
H: 5.7418 -0.4645 -0.3463
H: 4.8568 2.2249 -1.3327
H: 4.2270 0.5583 -1.4976
H: 8.4407 1.7240 -2.2334
H: 8.0330 -0.0569 -2.1253
C: -4.8775 0.2350 -2.9074
C: -6.1083 -0.3472 -3.5801
C: -7.3529 -0.0113 -2.7411
S: -6.8137 0.0018 -0.9764
O: -7.2094 -1.2654 -0.3461
O: -7.1112 1.2568 -0.2667
C: -5.0308 0.0178 -1.4235
H: -4.6303 1.2317 -3.2729
H: -4.0538 -0.3874 -3.2569
H: -6.0098 -1.4314 -3.5270
H: -6.2365 0.0007 -4.6051
H: -8.3336 -0.4717 -2.6211
H: -7.6879 0.9767 -3.0570
H: -4.6474 -0.9934 -1.2873
H: -4.4106 0.3927 -0.6093
C: 2.2279 4.9366 4.1858
C: 1.2376 4.3848 5.1787
C: 1.3377 2.8387 5.0947
S: 2.3069 2.4330 3.5065
O: 1.6624 1.4898 2.6476
O: 3.6278 2.1182 3.9836
C: 2.3679 4.2154 2.8285
H: 3.2353 4.8875 4.5991
H: 2.0439 6.0102 4.1448
H: 0.2806 4.7678 4.8245
H: 1.4277 4.7039 6.2035
H: 0.3606 2.3631 5.0098
H: 1.9588 2.3703 5.8582
H: 1.4386 4.3604 2.2776
H: 3.1682 4.2160 2.0884
C: 1.1741 -0.2819 -5.3128
C: 0.9767 -1.6197 -6.0852
C: 1.9629 -1.9364 -7.2518
S: 3.1712 -0.5740 -7.1940
O: 2.9993 0.3346 -8.3323
O: 4.4966 -1.1490 -7.0172
C: 2.6851 0.0574 -5.4586
H: 0.8762 -0.3210 -4.2650
H: 0.5626 0.5525 -5.6564
H: 0.0847 -1.3846 -6.6660
H: 0.7446 -2.4331 -5.3978
H: 1.3894 -1.9409 -8.1788
H: 2.3980 -2.9005 -6.9885
H: 3.0300 1.0844 -5.3390
H: 3.2366 -0.6054 -4.7918
C: -3.1677 -3.9910 3.3538
C: -3.6918 -5.0731 2.3668
C: -4.0737 -4.2864 1.1151
S: -2.7796 -3.0007 0.8711
O: -3.4561 -1.7054 0.6581
O: -1.9175 -3.6232 -0.0939
C: -2.2263 -3.2065 2.5339
H: -2.8628 -4.4962 4.2702
H: -4.0102 -3.3566 3.6290
H: -4.5669 -5.6284 2.7043
H: -2.8127 -5.7120 2.2820
H: -4.9405 -3.6712 1.3567
H: -4.1411 -4.8093 0.1611
H: -2.2065 -2.1499 2.8010
H: -1.1498 -3.3749 2.5651
C: -2.9527 3.6877 -3.3667
C: -3.9224 4.0000 -2.2603
C: -3.5790 5.2307 -1.4582
S: -1.7866 5.1520 -1.4057
O: -1.3566 4.2212 -0.3778
O: -1.4145 6.5541 -1.2933
C: -1.6411 4.4274 -3.1111
H: -3.3841 3.9946 -4.3195
H: -2.7706 2.6413 -3.6119
H: -3.9600 3.1632 -1.5629
H: -4.9402 4.1424 -2.6236
H: -3.9998 5.3769 -0.4634
H: -3.9050 6.0871 -2.0484
H: -0.7664 3.7889 -3.2349
H: -1.5764 5.3498 -3.6882
C: 2.5891 -1.7478 3.1069
C: 2.7055 -1.0954 4.5423
C: 1.7924 -1.9236 5.4445
S: 1.8716 -3.7437 4.9583
O: 0.4884 -4.1442 4.6812
O: 2.6872 -4.4153 5.9263
C: 2.7101 -3.3212 3.4097
H: 3.2743 -1.3881 2.3393
H: 1.5452 -1.7622 2.7934
H: 2.4896 -0.0377 4.3916
H: 3.7815 -1.1124 4.7155
H: 0.7557 -1.6903 5.2018
H: 1.7686 -1.8571 6.5322
H: 2.4072 -4.0299 2.6389
H: 3.7467 -3.5953 3.6053
C: -2.8182 1.9715 2.8340
C: -4.0897 1.2527 2.4069
C: -5.0854 1.1615 3.4975
S: -4.4551 1.9341 5.0556
O: -4.6324 1.1579 6.2761
O: -4.8607 3.3413 5.0216
C: -2.6837 1.8209 4.3569
H: -2.8167 3.0432 2.6349
H: -1.9775 1.5827 2.2594
H: -3.8588 0.2631 2.0127
H: -4.5417 1.7400 1.5430
H: -5.0653 0.1286 3.8451
H: -6.0756 1.5843 3.3277
H: -2.4299 0.7792 4.5531
H: -1.9548 2.4840 4.8229
C: 2.1311 -3.7807 -0.8820
C: 2.6177 -5.0250 -1.7549
C: 4.0781 -5.2179 -1.2832
S: 4.7769 -3.5315 -0.8488
O: 5.6150 -3.0986 -1.9255
O: 5.2063 -3.4161 0.5814
C: 3.1474 -2.6143 -1.0443
H: 2.1140 -3.9835 0.1888
H: 1.1473 -3.4176 -1.1793
H: 2.4538 -5.0264 -2.8325
H: 2.1295 -5.9175 -1.3636
H: 4.6282 -5.5698 -2.1559
H: 4.4453 -5.9364 -0.5504
H: 3.2428 -2.2673 -2.0732
H: 3.1228 -1.7619 -0.3655
N: -0.7165 -0.0749 -0.0835
C: -1.3333 0.2674 -1.2654
C: -0.4109 0.8798 -2.0941
C: 0.8117 0.8814 -1.3979
C: 0.5970 0.2823 -0.1409
H: -1.2112 -0.5927 0.6288
H: -2.3910 0.0773 -1.3728
H: -0.7923 1.2453 -3.0361
H: 1.7466 1.2785 -1.7648
H: 1.3472 0.2291 0.6343

Its energy relative to the best compared isomer or geometry (same formula, charge and spin) is 666.06 kJ/mol. The calculation puts the frontier orbital gap at 8.553 eV. As for the charge: 0. Its SMILES is O=S1(=O)CCCC1.O=S1(=O)CCCC1.O=S1(=O)CCCC1.O=S1(=O)CCCC1.O=S1(=O)CCCC1.O=S1(=O)CCCC1.O=S1(=O)CCCC1.O=S1(=O)CCCC1.O=S1(=O)CCCC1.c1cc[nH]c1. The total energy is -178581.2927 eV.

Here are the Löwdin charges for atoms 1 to 4, given in e: atom 1 (C): -0.20, atom 2 (C): -0.22, atom 3 (C): -0.27, atom 4 (S): 0.78



Record 2
Here is a molecular structure, C3H5ClI2 from the OMol25 dataset. Energies are from wB97M-V/def2-TZVPD.

Atoms and positions in Å:
C: 1.3976 -0.2118 -0.7448
C: 0.7106 0.3105 0.4773
C: -1.6681 -0.0450 0.4208
Cl: -2.2153 0.0051 2.0454
I: -1.9384 -1.8477 -0.7258
I: -2.3511 1.6874 -0.6947
H: 0.5317 -0.3264 -1.3929
H: 2.1575 0.6110 -1.0829
H: 1.8912 -1.1393 -0.3231
H: 0.4442 -0.3981 1.2239
H: 1.0400 1.3541 0.7968

Its energy relative to the best compared isomer or geometry (same formula, charge and spin) is 285.19 kJ/mol. The calculation puts the frontier orbital gap (alpha / beta) at 7.538 / 7.461 eV. As for the charge: 0. The total energy is -31911.9057 eV.

Here are the natural (NBO) charges for atoms 1 to 4, given in e: atom 1 (C): -0.71, atom 2 (C): -0.16, atom 3 (C): -0.63, atom 4 (Cl): 0.04



Record 3
Here is 4 unconnected molecules or ions with the total composition C4H13O3S from the OMol25 dataset. Energies are from wB97M-V/def2-TZVPD.

Atoms and positions in Å:
C: -0.4641 1.8874 -0.2158
O: 0.4045 1.6777 -1.3151
C: -0.2092 0.8614 0.9175
C: -0.5403 -0.5481 0.4943
C: -1.8913 -1.1496 0.5758
S: -3.0357 -0.2893 -0.4975
H: -0.2726 2.8901 0.1731
H: -1.4668 1.7990 -0.6176
H: -0.9192 1.0488 1.7366
H: 0.8417 0.9976 1.1729
H: 0.1700 -1.3154 0.7828
H: -0.6103 -0.4988 -0.7062
H: -1.8437 -2.1728 0.2190
H: -2.2935 -1.1634 1.5906
H: -1.0756 -0.4874 -1.4631
H: 2.3734 -0.7931 -0.0606
H: 3.5388 -1.0114 1.0542
O: 2.6080 -1.1513 0.9074
H: 0.9741 0.7719 -1.2884
H: 1.8943 -0.9693 -2.1107
O: 1.8175 -0.3839 -1.3492

Its energy relative to the best compared isomer or geometry (same formula, charge and spin) is 344.24 kJ/mol. The calculation puts the frontier orbital gap at 7.406 eV. As for the charge: -1. The total energy is -21333.8686 eV.

Here are the natural (NBO) charges for atoms 1 to 4, given in e: atom 1 (C): -0.06, atom 2 (O): -0.82, atom 3 (C): -0.47, atom 4 (C): -0.14



Record 4
Here is a molecular structure, C16H19BN6TeTi from the OMol25 dataset. Energies are from wB97M-V/def2-TZVPD.

Atoms and positions in Å:
H: 0.3524 0.4183 3.3922
N: -1.1730 0.0382 1.9977
B: -3.3495 -0.4581 0.6900
N: -2.5484 -0.2022 2.0267
C: -2.9092 -0.2143 3.3109
Ti: -0.5070 0.4363 0.3226
H: -3.9393 -0.3766 3.5785
C: -1.7865 0.0270 4.1175
H: -1.7417 0.0803 5.1804
C: -0.6994 0.1856 3.2664
H: -4.5123 -0.6334 0.9631
C: 1.7099 -0.2346 -1.8092
H: 2.4390 -0.0532 -2.5907
H: 0.7616 0.3382 -1.8860
H: 1.4225 -1.2741 -1.6989
N: -2.7652 -1.7049 -0.0249
N: -3.2094 0.8298 -0.2354
N: -1.4431 -1.7114 -0.4090
N: -1.9751 1.3262 -0.6791
C: -3.3267 -2.9006 -0.2959
C: -4.1823 1.6219 -0.7219
H: -4.3464 -3.0497 -0.0498
H: -5.2207 1.4096 -0.4689
C: -2.3626 -3.7163 -0.8727
C: -3.6004 2.6418 -1.5007
C: -1.1999 -2.9267 -0.9267
C: -2.2136 2.4239 -1.4645
H: -2.5002 -4.7292 -1.1840
H: -4.1106 3.4365 -2.0148
H: -0.2335 -3.2253 -1.2950
H: -1.3660 2.9532 -1.9047
H: 2.1431 0.0007 -0.8710
Te: 1.7181 1.8198 0.8751
C: 3.7703 1.5251 0.0623
C: 4.2249 1.7373 -1.2606
C: 5.5346 1.3510 -1.6295
C: 6.4281 0.8529 -0.6757
C: 6.0136 0.7726 0.6572
C: 4.7021 1.1173 1.0304
H: 3.5670 2.1872 -2.0072
H: 5.8586 1.4458 -2.6669
H: 7.4368 0.5442 -0.9657
H: 6.7161 0.4339 1.4147
H: 4.3876 1.0696 2.0695

Its energy relative to the best compared isomer or geometry (same formula, charge and spin) is 0.00 kJ/mol. The spin multiplicity is 3. The calculation puts the frontier orbital gap (alpha / beta) at 6.576 / 7.712 eV. As for the charge: 0. The total energy is -56925.8370 eV. The expectation value of S² is 2.011.

Here are the natural (NBO) charges for atoms 1 to 4, given in e: atom 1 (H): 0.26, atom 2 (N): -0.47, atom 3 (B): 0.54, atom 4 (N): -0.32



Record 5
Here is a molecular structure, C23H43BN8S3SbSe4Tc from the OMol25 dataset. Energies are from wB97M-V/def2-TZVPD.

Atoms and positions in Å:
Tc: -0.8489 -0.8134 0.9906
C: -2.6559 0.4882 -3.9033
C: -1.2574 0.2063 -4.4527
C: -1.0583 1.0084 -5.7331
C: -1.0512 -1.2794 -4.7365
N: -0.2250 0.6449 -3.4334
C: 0.8177 1.5097 -3.7095
C: 1.5757 1.6050 -2.5943
N: 1.0121 0.7946 -1.6355
B: 1.7104 0.4853 -0.3050
N: 2.3252 -0.9683 -0.3771
C: 3.4736 -1.1282 -1.1088
C: 3.8530 -2.4248 -1.0161
N: 2.9547 -3.0710 -0.2095
C: 2.0187 -2.1666 0.1617
S: 0.5961 -2.4809 1.1297
C: 3.1239 -4.5666 0.0750
C: 2.5910 -5.3114 -1.1449
C: 2.3814 -4.9966 1.3337
C: 4.6187 -4.8280 0.2692
N: 0.7898 0.6230 0.9808
C: 1.5889 0.4005 2.1533
C: 1.4260 1.4166 2.9877
N: 0.5461 2.3484 2.4309
C: 0.1802 1.9452 1.1974
S: -0.6962 2.7356 0.0382
C: 0.1106 3.5024 3.3336
C: 1.3530 4.3402 3.6237
C: -0.9643 4.3881 2.7213
C: -0.4446 2.8585 4.6110
C: -0.0757 0.2277 -2.1629
S: -1.0606 -0.9065 -1.2866
H: -3.3815 0.2985 -4.6933
H: -2.7367 1.5396 -3.6103
H: -2.9061 -0.1538 -3.0596
H: -1.8374 0.7174 -6.4355
H: -0.1018 0.7923 -6.2086
H: -1.1449 2.0831 -5.5671
H: -1.7614 -1.5987 -5.4985
H: -1.2088 -1.8954 -3.8512
H: -0.0465 -1.4601 -5.1193
H: 0.9373 1.9908 -4.6614
H: 2.4633 2.1843 -2.4098
H: 2.6141 1.2620 -0.1889
H: 3.9434 -0.3090 -1.6250
H: 4.7005 -2.9198 -1.4530
H: 1.5251 -5.1265 -1.2897
H: 2.7351 -6.3815 -0.9983
H: 3.1269 -5.0263 -2.0505
H: 1.3056 -5.0537 1.1864
H: 2.6062 -4.3498 2.1845
H: 2.7244 -5.9990 1.5844
H: 5.1838 -4.7495 -0.6579
H: 4.7419 -5.8498 0.6230
H: 5.0544 -4.1583 1.0118
H: 2.2542 -0.4405 2.2299
H: 1.8832 1.5846 3.9468
H: 1.6595 4.9008 2.7411
H: 2.1967 3.7390 3.9628
H: 1.1216 5.0531 4.4152
H: -0.6253 4.8956 1.8242
H: -1.2075 5.1439 3.4680
H: -1.8764 3.8362 2.4915
H: 0.3458 2.5080 5.2770
H: -1.1034 2.0158 4.3728
H: -1.0256 3.5937 5.1648
Se: -2.8445 -3.5697 5.5776
Sb: -0.8128 -2.7159 6.8347
Se: -1.9975 -3.4033 3.4520
Se: -1.4738 -1.1686 3.4484
Se: 0.1788 -1.4364 5.0556
N: -5.1963 2.6587 -1.1391
C: -4.4563 2.2088 0.0975
C: -3.4869 1.0680 -0.2155
N: -2.8114 0.6032 1.0128
H: -5.7871 3.4717 -0.9356
H: -5.8102 1.9280 -1.5103
H: -4.5545 2.9362 -1.8870
H: -5.2118 1.9171 0.8262
H: -3.9176 3.0772 0.4769
H: -2.7182 1.4026 -0.9106
H: -4.0065 0.2173 -0.6603
H: -3.4970 0.1416 1.6076
H: -2.4644 1.4097 1.5343

The calculation puts the frontier orbital gap at 4.665 eV. As for the charge: +4. The total energy is -339740.7428 eV.

Here are the Löwdin charges for atoms 1 to 4, given in e: atom 1 (Tc): 0.57, atom 2 (C): -0.04, atom 3 (C): -0.53, atom 4 (C): -0.03



Record 6
Here is a single C2HBrF4O2S molecule from the OMol25 dataset. Energies are from wB97M-V/def2-TZVPD.

Atoms and positions in Å:
C: -1.6740 -1.0822 0.0345
C: 1.7224 0.1362 -0.3914
O: 0.6643 0.0487 0.4872
O: -1.1389 1.4152 -0.8150
F: -1.9612 -1.6054 1.2010
F: 1.2890 -0.1010 -1.6222
F: 2.2793 1.3238 -0.5434
F: -0.8276 1.2441 1.6799
S: -0.8949 0.4829 0.2553
Br: 3.0668 -1.0875 0.1327
H: -2.5252 -0.7749 -0.4185

Its energy relative to the best compared isomer or geometry (same formula, charge and spin) is 261.34 kJ/mol. The calculation puts the frontier orbital gap at 9.415 eV. As for the charge: 0. Its SMILES is O=[S@@](F)(=CF)OC(F)(F)Br. The total energy is -97928.3565 eV.

Here are the natural (NBO) charges for atoms 1 to 4, given in e: atom 1 (C): -0.21, atom 2 (C): 0.84, atom 3 (O): -0.72, atom 4 (O): -0.83



Record 7
Here is 2 unconnected molecules or ions with the total composition CH3O3S from the OMol25 dataset. Energies are from wB97M-V/def2-TZVPD.

Atoms and positions in Å:
C: -1.1662 1.6828 1.4397
O: 0.2532 -1.4995 -1.6849
O: 2.4601 -2.0524 -0.5706
O: -2.3468 1.9950 1.6452
S: 1.7732 -0.9337 -1.2933
H: -0.3466 2.2502 1.7323
H: -1.0283 0.9107 0.6712
H: 0.4015 -2.3532 -1.9397

Its energy relative to the best compared isomer or geometry (same formula, charge and spin) is 278.69 kJ/mol. The calculation puts the frontier orbital gap at 4.661 eV. As for the charge: -1. The total energy is -18061.9711 eV.

Here are the natural (NBO) charges for atoms 1 to 4, given in e: atom 1 (C): 0.26, atom 2 (O): -0.94, atom 3 (O): -1.09, atom 4 (O): -0.53



Record 8
Here is 2 unconnected molecules or ions with the total composition C3H13N3 from the OMol25 dataset. Energies are from wB97M-V/def2-TZVPD.

Atoms and positions in Å:
C: 2.9565 0.1561 0.5219
C: 1.7049 0.3145 -0.4809
N: 2.0562 0.2949 -1.9083
H: 3.6574 -0.6194 0.2145
H: 2.6682 0.1386 1.5684
H: 3.5062 1.1034 0.3062
H: 1.1288 1.1288 -0.0513
H: 1.2201 -0.6507 -0.2667
H: 2.7897 -0.3279 -2.2105
H: 2.3113 1.2660 -2.0547
N: -2.5278 0.2771 -0.4176
C: -2.6780 0.0005 0.9630
N: -3.1621 -1.4247 1.1181
H: -1.8048 -0.2380 -0.8986
H: -2.4844 1.2330 -0.7520
H: -3.3714 0.6224 1.5799
H: -1.7988 0.1503 1.5733
H: -3.7488 -1.3228 0.2672
H: -2.4233 -2.1022 0.9283

Its energy relative to the best compared isomer or geometry (same formula, charge and spin) is 122.42 kJ/mol. The calculation puts the frontier orbital gap at 9.846 eV. As for the charge: 0. Its SMILES is CCN.NCN. The total energy is -7790.7554 eV.

Here are the natural (NBO) charges for atoms 1 to 4, given in e: atom 1 (C): -0.63, atom 2 (C): -0.22, atom 3 (N): -0.84, atom 4 (H): 0.20



- charge of number 6 (C2HBrF4O2S)?
  0



- What is the charge in the eighth record?
  0



- Which value of charge does entry 8 give?
  0